P) 98
Properties=species:S:1:pos:R:3 method="wB97M-V/def2-TZVPD" gap_ha=0.1103 homo_ha=0.009 charge=-2 e_lumo_ha=0.1197
Tl 0.98435 0.93184 0.81227
C -1.71559 -1.55514 -4.71338
N -2.26226 -2.12330 -3.47466
C -2.15187 -3.57273 -3.44948
P -1.61979 -1.28736 -2.14452
O -0.15631 -1.32897 -2.04945
O -2.35149 -2.17926 -0.98243
P -2.19501 -1.92881 0.62010
O -1.20549 -0.95883 1.07512
N -3.73430 -1.50959 1.05410
C -4.87926 -2.34863 0.79191
C -3.95656 -0.36744 1.93515
N -1.81618 -3.49467 1.06987
C -2.44749 -4.67475 0.52108
C -1.25749 -3.67043 2.40119
N -2.33951 0.16735 -2.26052
C -1.59099 1.41731 -2.06472
C -3.77389 0.26905 -2.04116
H -2.33028 -1.86837 -5.56044
H -0.67938 -1.86988 -4.88839
H -1.72967 -0.46832 -4.64493
H -2.66462 -3.97846 -4.32473
H -2.63333 -3.96141 -2.55406
H -1.10911 -3.92130 -3.46474
H -4.65148 -3.05632 -0.00518
H -5.71978 -1.72624 0.47094
H -5.19496 -2.90449 1.68478
H -3.03381 0.20680 2.00861
H -4.26974 -0.68879 2.93567
H -4.73255 0.27865 1.52034
H -2.79944 -4.46926 -0.48759
H -3.29186 -5.01967 1.13327
H -1.71245 -5.48470 0.47396
H -0.78366 -2.73854 2.70710
H -0.49800 -4.45740 2.37826
H -2.02274 -3.94815 3.13790
H -0.54828 1.27216 -2.34437
H -1.64153 1.76248 -1.03199
H -2.01000 2.18299 -2.72116
H -4.23246 -0.71581 -2.12940
H -4.20303 0.92726 -2.80162
H -3.98970 0.69509 -1.05601
N 3.41389 -1.42344 -2.31224
C 4.22128 -0.80948 -1.40926
N 3.90507 0.22234 -0.70914
C 4.96686 0.71912 0.00118
C 6.13091 0.03172 -0.14329
S 5.91597 -1.30592 -1.22180
C 4.81573 1.87649 0.88950
C 5.81513 2.76215 1.12692
S 5.33482 3.91694 2.32459
C 3.76528 3.06780 2.44860
N 3.66299 2.06184 1.62796
N 2.82786 3.46414 3.30575
H 2.42387 -1.17715 -2.24956
H 3.61646 -2.38174 -2.53580
H 7.08408 0.21888 0.32081
H 6.77565 2.83648 0.64613
H 3.04725 4.14137 4.01027
H 1.96222 2.85322 3.37879
Br -2.16915 3.52332 7.33542
C -1.92047 3.10472 5.49693
C -2.94491 3.28271 4.58901
Br -4.62389 3.97087 5.15552
C -2.72315 2.95163 3.24680
Br -4.10290 3.18529 1.94883
C -1.50236 2.46173 2.73195
O -1.33937 2.17844 1.50476
C -0.42117 2.28062 3.70097
O 0.73464 1.82597 3.32363
C -0.69183 2.60059 5.03242
Br 0.74323 2.29649 6.25978
C 1.68085 3.23803 -1.56898
C 1.09585 3.69999 -2.73316
C 1.38701 3.13127 -4.02348
C 0.81113 3.61291 -5.17757
C -0.09398 4.68017 -5.15525
C -0.41136 5.24756 -3.91358
C 0.14633 4.78208 -2.74602
H 1.46208 3.69257 -0.60883
H 2.39774 2.42562 -1.59112
H 2.09343 2.30714 -4.06825
H 1.06496 3.15724 -6.13234
H -0.52174 5.07004 -6.07277
H -1.11405 6.07637 -3.87375
H -0.11715 5.23276 -1.79445
N 4.66212 -6.18888 2.45176
C 4.14840 -5.18214 2.24174
C 3.47272 -3.96120 1.98297
C 2.44957 -3.90936 1.02796
C 1.78261 -2.71582 0.83863
N 2.05682 -1.60699 1.51847
C 3.03807 -1.64897 2.41546
C 3.77381 -2.78760 2.68074
H 2.19410 -4.79671 0.46379
H 0.97625 -2.62935 0.11625
H 3.23083 -0.71665 2.93731
H 4.56064 -2.78117 3.42240

Q) 98
Properties=species:S:1:pos:R:3 method="wB97M-V/def2-TZVPD" gap_ha=0.1229 homo_ha=0.005 charge=-2 e_lumo_ha=0.1282
Tl 0.13354 -1.36056 -0.65780
C -0.33766 -1.18456 3.63310
N -1.15926 -0.01786 3.89840
C -1.07996 0.45774 5.26110
P -1.20596 1.10714 2.66150
O -1.35596 0.55064 1.32760
O 0.11354 2.05504 2.85340
P 1.47394 1.87084 1.94940
O 1.74604 0.48754 1.58910
N 2.56334 2.61834 3.02090
C 2.53124 2.15684 4.39220
C 3.90214 2.57504 2.46750
N 1.39224 2.97334 0.71440
C 1.15924 4.36374 1.02860
C 0.69434 2.53154 -0.47750
N -2.40026 2.17664 3.20970
C -3.70966 1.66944 2.84660
C -2.26606 3.60004 2.98030
H -0.72826 -2.04096 4.18960
H 0.70914 -1.01556 3.91570
H -0.36756 -1.39836 2.56630
H -1.53866 -0.28316 5.92100
H -1.62676 1.39524 5.33500
H -0.04396 0.62014 5.58560
H 1.50234 2.16274 4.74210
H 3.12284 2.84554 5.00300
H 2.93994 1.14414 4.50970
H 3.84324 2.80774 1.40710
H 4.35614 1.58314 2.57470
H 4.51784 3.31904 2.97900
H 1.60204 4.59474 1.99420
H 0.09034 4.60204 1.05600
H 1.62734 4.97794 0.25570
H 0.88414 1.47224 -0.61910
H 1.06574 3.08604 -1.33990
H -0.38706 2.67844 -0.40740
H -3.69146 0.58554 2.94210
H -3.97016 1.91764 1.81210
H -4.45676 2.09214 3.52410
H -1.23706 3.89774 3.16390
H -2.92296 4.12394 3.68290
H -2.54146 3.89074 1.95910
N -3.12466 -3.40886 -0.53270
C -2.42556 -3.77326 0.53160
N -1.16116 -3.59956 0.65190
C -0.64286 -4.07266 1.81700
C -1.55216 -4.60176 2.68030
S -3.15066 -4.53346 1.99360
C 0.80334 -4.06016 1.88170
C 1.64984 -4.68786 2.74450
S 3.29574 -4.55486 2.19110
C 2.68104 -3.63426 0.77570
N 1.41134 -3.46016 0.82350
N 3.44064 -3.19406 -0.21860
H -2.51576 -3.15406 -1.34370
H -4.04486 -3.77726 -0.69540
H -1.39656 -5.02236 3.65200
H 1.43564 -5.24606 3.63190
H 4.38234 -3.52716 -0.32480
H 2.86674 -2.99236 -1.07410
Br 2.15314 -7.13986 -5.04030
C 1.09524 -5.82876 -4.15610
C -0.27876 -5.86116 -4.23740
Br -1.14976 -7.23346 -5.22580
C -1.01216 -4.86216 -3.59860
Br -2.92136 -4.90966 -3.64020
C -0.45316 -3.79836 -2.88850
O -1.19156 -2.90316 -2.34550
C 1.00394 -3.76956 -2.79580
O 1.63474 -2.85106 -2.16240
C 1.69454 -4.79916 -3.43380
Br 3.59174 -4.75976 -3.22680
C -2.48316 0.52384 -2.10440
C -2.90386 1.61714 -2.81810
C -3.51586 2.74894 -2.19230
C -3.95706 3.82974 -2.90710
C -3.81656 3.88164 -4.29180
C -3.22196 2.79694 -4.93890
C -2.77766 1.70654 -4.24150
H -2.05156 -0.33756 -2.58500
H -2.59316 0.48174 -1.03540
H -3.63636 2.72524 -1.11680
H -4.43416 4.66184 -2.39730
H -4.16686 4.73854 -4.85430
H -3.11926 2.82884 -6.02000
H -2.31886 0.87734 -4.76610
N 4.72034 4.10324 -4.65840
C 4.07544 3.23674 -4.23770
C 3.31054 2.20924 -3.69500
C 1.92264 2.10664 -3.94370
C 1.21084 1.12694 -3.29530
N 1.74764 0.25104 -2.44080
C 3.06574 0.31114 -2.24210
C 3.88334 1.24004 -2.83700
H 1.44264 2.79654 -4.62430
H 0.14404 1.03864 -3.43540
H 3.46394 -0.43166 -1.56420
H 4.94684 1.25734 -2.64260

Short version: Q) is the least stable of them.

P) 51
Properties=species:S:1:pos:R:3 method="wB97M-V/def2-TZVPD" gap_ha=0.3415 smiles="CC(C)OC(=O)[C@H](C)Oc1ccc(C(=O)NCCc2ccccc2)cc1" homo_ha=-0.319 e_lumo_ha=0.0228
C -2.66243 2.66112 5.70991
C -1.55804 2.24945 4.74389
C -0.17146 2.40033 5.35049
O -1.60120 3.09465 3.57522
C -2.45504 2.76078 2.61053
O -3.16321 1.79244 2.61609
C -2.42855 3.81326 1.49700
C -3.38806 4.93896 1.88204
O -2.88135 3.27835 0.27603
C -2.19552 2.25496 -0.29762
C -0.99585 1.72995 0.17223
C -0.36834 0.70789 -0.51866
C -0.91954 0.18863 -1.68317
C -0.29969 -0.92185 -2.46008
O -0.95769 -1.72179 -3.09696
N 1.05699 -0.95055 -2.43491
C 1.82296 -1.98999 -3.07568
C 2.47370 -2.93488 -2.05281
C 3.21649 -4.02947 -2.76242
C 4.57629 -3.91695 -3.01931
C 5.24905 -4.91269 -3.70573
C 4.56705 -6.03304 -4.14735
C 3.20980 -6.15213 -3.89958
C 2.53956 -5.15594 -3.21324
C -2.13653 0.70067 -2.13224
C -2.76173 1.72384 -1.45899
H -2.53493 3.70107 6.00215
H -2.62670 2.03543 6.59688
H -3.63420 2.54176 5.23702
H -1.72699 1.21689 4.41234
H -0.00804 3.43263 5.64891
H -0.08116 1.75911 6.22221
H 0.59103 2.12206 4.62772
H -1.40652 4.20954 1.40222
H -3.40187 5.68720 1.09431
H -4.39060 4.53538 1.99823
H -3.06743 5.39724 2.81319
H -0.54348 2.09957 1.08009
H 0.54628 0.29954 -0.11131
H 1.55821 -0.26028 -1.90059
H 1.12580 -2.54888 -3.70413
H 2.59521 -1.54266 -3.71044
H 1.68784 -3.35844 -1.42445
H 3.15719 -2.36499 -1.41836
H 5.11487 -3.04481 -2.67512
H 6.30800 -4.81370 -3.89592
H 5.09146 -6.81112 -4.68218
H 2.67250 -7.02435 -4.24210
H 1.48053 -5.25034 -3.02155
H -2.57575 0.27476 -3.02128
H -3.69888 2.13143 -1.80250

Q) 51
Properties=species:S:1:pos:R:3 method="wB97M-V/def2-TZVPD" gap_ha=0.3042 homo_ha=-0.296 e_lumo_ha=0.0084
C -8.41260 -0.38837 0.80794
C -7.07003 -1.17255 0.29522
C -5.82999 -0.17578 0.25180
O -4.83975 -1.10385 -0.15249
C -3.62379 -0.74244 -0.44926
C -2.77777 -1.58044 -0.72083
C -1.49159 -1.29532 -0.83157
C -0.98945 0.14909 -0.87549
C -1.94043 1.09369 -0.38870
C -3.17547 0.70803 -0.06230
O -4.18289 1.86937 0.43168
C -3.79862 3.08964 0.52286
H -4.55484 3.34882 0.85586
H -2.89496 3.13417 1.42968
H -3.33684 3.43475 -0.42629
H -1.58583 2.03545 -0.00690
C 0.45726 0.44499 -0.92113
O 0.65207 1.73546 -1.02652
N 1.47703 -0.25389 -1.11103
H 1.13027 -1.24040 -0.59460
C 2.72534 -0.03097 -1.19648
H 2.72245 1.12486 -1.21462
H 3.25356 -0.50970 -1.82635
C 3.39119 -0.23216 0.43296
C 4.86316 0.42096 0.01043
C 5.15939 1.64114 0.10568
C 6.36800 1.94734 0.08139
C 7.48297 1.44231 0.15637
C 7.16307 -0.11393 0.44645
C 5.99125 -0.64302 0.44253
C 5.74223 -1.96528 0.52037
C 4.32085 -2.48817 -0.08328
O 3.37960 -1.61144 0.63119
H 4.32007 -2.51568 -1.07604
H 4.06082 -3.55211 0.33011
H 5.82017 -2.09685 1.67821
H 6.53282 -2.65102 -0.10410
H 8.08549 -0.72641 0.69183
H 8.43214 1.72097 0.17689
H 6.39359 3.32415 0.07386
H 4.30635 2.20390 0.20416
H 2.73072 0.31530 1.26487
H -0.83438 -1.96332 -1.36194
H -3.13526 -2.63199 -0.93530
H -6.24056 0.62212 -0.49627
H -5.65293 0.08626 1.26349
H -6.96077 -2.09984 1.02915
H -7.23418 -1.73042 -0.65959
H -8.62855 0.52415 -0.06811
H -8.46402 0.09098 1.77043
H -9.30631 -0.99255 0.68375

Short version: Q) is the least stable of them.

P) 15
Properties=species:S:1:pos:R:3 method="wB97M-V/def2-TZVPD" gap_ha=0.2772 homo_ha=-0.155 charge=-1 e_lumo_ha=0.1221
C -1.61275 0.44990 0.05175
C -1.71300 -0.47967 1.30765
S -0.96779 -2.08822 0.91529
H -2.29123 0.13700 -0.80379
H -0.56091 0.39416 -0.35620
H -1.87561 1.52179 0.34975
H -1.05878 -0.04116 2.02137
H -2.75168 -0.66233 1.64459
H -1.20379 -2.65884 2.12338
N 2.89700 1.04440 -1.52940
C 1.72691 0.37198 -0.99178
O 1.08680 -0.32129 -1.80021
O 1.51128 0.60709 0.24230
H 3.57974 1.11258 -0.76835
H 3.23379 0.61260 -2.40636

Q) 15
Properties=species:S:1:pos:R:3 method="wB97M-V/def2-TZVPD" gap_ha=0.2330 homo_ha=-0.154 charge=-1 e_lumo_ha=0.0794
O -3.96039 0.76308 0.52088
C -2.72450 0.96444 0.23749
N -2.02050 0.49044 -0.78532
C -0.88413 -0.18873 -0.26901
C 0.34362 0.73868 -0.57297
S 1.79639 -0.27027 -1.17490
H -2.15171 1.62693 0.97846
H -0.43571 -1.78192 -1.33752
H -0.69366 -1.17927 -0.86247
H -0.92343 -0.55583 0.81548
H 0.68686 1.45098 0.24747
H 0.18376 1.35452 -1.44559
H 4.22903 -0.78440 1.52180
H 3.00623 -1.14213 0.66071
O 3.54816 -1.48653 1.46547

Short version: Q) is the least stable of them.

P) 19
Properties=species:S:1:pos:R:3 method="wB97M-V/def2-TZVPD" gap_ha="0.3913 / 0.2539" spin_multiplicity=2 homo_ha="-0.725 / -0.731" charge=+2 e_lumo_ha="-0.3338 / -0.4773"
C -0.51938 1.71622 2.43616
C 0.00486 1.92700 0.95573
C 0.25173 0.81695 0.11522
C -0.59301 -0.10554 -0.53862
N 0.13843 -0.93003 -1.41088
C 1.51355 -0.69769 -1.06907
N 1.52549 0.25519 -0.13419
H -0.35371 2.65525 2.93118
H -1.52235 1.36968 2.37445
H 0.05758 0.92046 2.88122
H 0.81228 2.74133 0.96491
H -0.82527 2.45492 0.44431
H -1.73843 -0.06759 -0.75259
H -0.20797 -1.76413 -1.99741
H 2.28116 -1.25066 -1.61407
H 2.25203 0.61266 0.39169
H -0.40439 -3.92026 -1.80117
H -1.75109 -3.52516 -1.87056
O -0.92151 -3.20860 -2.30632

Q) 19
Properties=species:S:1:pos:R:3 method="wB97M-V/def2-TZVPD" gap_ha="0.3963 / 0.2141" spin_multiplicity=2 homo_ha="-0.665 / -0.664" charge=+2 e_lumo_ha="-0.2686 / -0.4497"
O 1.06482 -0.59080 -1.63652
C 1.06314 -1.56021 -0.94501
C 0.63338 -1.42252 0.52742
C -0.60990 -0.51982 0.73392
C -0.25071 0.92912 0.48690
C -0.88123 1.68298 -0.38769
N -0.25880 2.89990 -0.94783
N 0.36810 -2.71090 1.13068
H 1.46490 -2.53389 -1.27758
H 1.45279 -0.99093 1.11407
H -1.44918 -0.87097 0.12748
H -1.05362 -0.62156 1.73688
H 0.74338 1.19246 0.81158
H -1.85714 1.49443 -0.81323
H 0.62135 2.75092 -1.45529
H -0.90578 3.43267 -1.53989
H -0.02601 3.58919 -0.21973
H -0.12622 -2.69403 2.02809
H 0.00672 -3.45606 0.52575

Short version: Q) is the least stable of them.